[1]
The following is a DFT calculation (the ωB97M-V functional and the def2-TZVPD basis) of C29H22F9N5O4S2SbZr as an isolated structure.

Geometry (Å):
C (1.46378, -2.43597, -4.27315)
H (-2.38499, 3.44795, 1.13979)
C (4.70037, -3.18376, -0.56669)
H (0.62023, -6.20313, -4.27609)
H (6.61074, -1.21054, -3.28213)
S (1.78286, 0.18637, -1.92404)
F (-3.22690, -1.16431, -4.02799)
C (-1.69120, 4.51237, -2.74596)
Zr (-0.23181, 0.37990, -0.31347)
H (1.12573, -4.63840, 4.05025)
F (-4.48515, -0.89101, -1.61527)
F (-1.50751, -3.76940, -1.58560)
C (1.08023, -4.49646, -3.07248)
O (1.33305, 0.04836, 0.95065)
N (-1.38093, 0.02011, 4.08488)
C (4.02079, -2.30631, -1.40282)
H (-2.01530, 5.43947, -3.19908)
C (6.76205, -2.62185, -1.67095)
H (-1.63582, 0.78529, 4.68668)
C (2.33841, -2.58857, 1.64633)
C (-3.24224, -0.48897, -1.46634)
F (-3.03852, -0.15723, -0.16598)
O (0.99682, 2.02703, 0.25287)
C (-0.53919, 2.42895, -2.84164)
C (-2.02517, 4.22398, -1.43601)
H (4.16685, -3.75164, 0.18524)
H (-0.63780, 3.79346, -4.48320)
N (-0.86341, 2.13310, -1.58003)
C (0.94426, -4.45164, -5.47386)
H (-2.61869, 4.90092, -0.83767)
C (6.07382, -3.33234, -0.69959)
C (-1.85944, 2.73114, 0.51874)
C (-2.14935, -1.51419, -1.89471)
C (1.24493, -4.18152, 3.07655)
H (1.03992, -5.05370, -2.14430)
S (-1.00711, -1.16177, 1.76315)
C (6.07776, -1.76045, -2.51760)
F (-2.82206, -2.90486, -0.09924)
N (-1.41899, 1.63084, 1.02737)
Sb (1.90594, -2.06856, -1.31027)
C (-0.92655, 3.60177, -3.46067)
F (-3.07883, 0.65069, -2.16171)
C (-1.32528, 0.19812, 2.76148)
F (-1.70318, -2.67591, -3.95724)
H (-0.24934, -5.41119, 2.14646)
H (0.78121, -4.96774, -6.41062)
O (-0.93922, -1.14634, -1.33584)
H (1.34222, -2.55816, -6.40594)
C (1.25620, -3.09967, -5.47302)
C (-1.58219, 3.03437, -0.86948)
F (-3.59154, -3.41554, -2.05815)
H (4.17632, -0.90884, -3.02754)
C (2.18670, -3.17728, 2.89051)
C (0.47124, -4.61526, 2.01216)
H (6.60489, -4.00628, -0.03991)
H (0.00571, -4.38308, -0.06241)
H (0.04962, 1.69604, -3.37410)
N (-1.57633, 1.43335, 2.33871)
H (3.08644, -1.82054, 1.50348)
C (1.53105, -3.00953, 0.59678)
C (0.85627, -5.14701, -4.27673)
C (4.70826, -1.59778, -2.38259)
H (2.81126, -2.85040, 3.71138)
O (2.51827, 1.67309, 1.76363)
C (0.60825, -4.03017, 0.76137)
H (1.70317, -1.37981, -4.26693)
C (1.36458, -3.13855, -3.08050)
F (-1.15181, -0.58615, -3.85566)
H (-1.29145, -0.90868, 4.45334)
N (1.66606, 1.28598, 1.02411)
C (-2.53731, -2.93283, -1.40456)
H (7.83295, -2.74010, -1.76844)
C (-2.06044, -1.49575, -3.46853)

Summary:
Highest occupied orbital energy   -10.95 eV
Relative energy (zero: lowest compared OMol25 entry of this formula, charge and spin)   211.6 kJ/mol
F_max   2.57 eV Å⁻¹
E_tot   -3675.3665 a.u.
Net charge   +1

***

[2]
The following is a DFT calculation (the ωB97M-V functional and the def2-TZVPD basis) of a 11-piece molecular cluster, C23H43N5O30S6 overall.

Geometry (Å):
H (6.45864, 0.61696, 0.69220)
O (-0.85485, 0.28713, -4.44506)
N (4.36690, 0.96083, 0.97001)
C (1.94274, -2.33056, 2.76406)
H (-3.51150, -1.06515, -1.14355)
H (-2.54662, 3.64290, -4.48049)
H (0.04436, 1.26436, 2.96976)
H (-0.89848, -6.02309, -0.39197)
N (-0.12650, -0.94170, 0.53455)
O (1.76465, -2.18233, 5.10178)
C (0.56559, -2.44430, -5.60506)
H (-4.35023, 2.49587, -3.26242)
C (3.04890, 4.80972, -0.97354)
C (5.75318, 1.43288, 0.80424)
O (5.87472, 0.83653, -3.67097)
H (-2.13170, 4.28392, -2.94543)
O (1.63888, 3.12801, 5.16520)
O (-0.41823, -2.26626, -2.47558)
O (-1.54737, -2.75098, -4.66014)
H (-1.72399, -2.20937, 1.27488)
H (3.50788, 0.66554, 5.89279)
H (-3.93968, -0.67898, 4.32291)
H (-1.07946, -3.60632, -6.51561)
O (-2.85724, 1.09378, -3.24171)
H (1.04183, 2.59347, 0.20251)
C (1.99713, 5.06577, -1.76389)
C (2.62197, 0.03422, -2.39726)
S (-1.21828, 1.01146, -3.26236)
H (2.71410, -2.96275, 2.33110)
O (-2.41882, -3.78511, -0.55200)
H (1.79449, -1.41540, 2.19691)
H (1.33265, 1.17010, 4.85094)
O (3.58689, 4.46677, 4.37325)
H (3.18447, 3.54596, 0.76198)
C (0.95200, 4.15599, -1.42661)
C (-0.12810, 0.47818, 2.25301)
N (2.42385, -1.98506, 4.10484)
O (0.71506, -3.32763, -4.50212)
H (-3.66478, -1.60968, -3.51468)
H (-6.17397, 0.59871, 5.91002)
H (-0.69930, -4.99306, 1.05691)
O (-4.97736, 0.89108, 3.34659)
S (2.93526, 4.00223, 5.58259)
C (2.33558, 1.27562, -3.27288)
O (-3.75344, -3.51317, -2.67365)
C (-4.41475, -1.58916, -1.47006)
O (3.46448, -1.34872, 4.11391)
O (-0.82196, -4.60171, -3.09395)
H (1.87800, 5.68298, -2.64128)
O (-6.78592, -0.33372, 4.18488)
C (-2.22419, 3.34116, -3.47701)
H (-5.30206, -2.33129, -3.30520)
O (4.94394, 2.29228, -1.87252)
O (-7.09082, 2.12563, 3.82806)
C (3.49361, 1.61267, 5.35919)
S (4.77713, 1.30090, -2.91557)
H (-5.81609, -1.22364, 5.66412)
S (-3.72531, -3.94893, -1.12484)
O (4.03385, 0.02306, -2.25070)
H (1.20488, 0.63601, 0.44258)
C (-3.31973, 2.40095, -2.94660)
C (-4.31011, -2.20759, -2.87681)
C (-1.13814, -1.31277, 1.39453)
H (-1.37027, -1.94117, -6.57368)
O (1.71316, -4.45500, 0.35698)
H (4.39284, 1.64882, 4.74338)
S (-6.60945, 0.92378, 3.21497)
H (1.52751, 1.19706, -3.99295)
H (2.06102, 2.09584, -2.60028)
C (-1.27524, -0.33108, 2.36701)
C (-4.56550, 0.19642, 4.49583)
C (-0.22675, -5.71676, 0.40351)
N (0.98039, -5.15356, -0.30395)
O (3.61648, 2.71277, 6.25832)
H (-2.13057, -0.38524, 3.01887)
C (1.38007, 3.48428, -0.30336)
O (1.09882, -5.33362, -1.48473)
H (2.08233, 0.04930, -1.45048)
H (-3.21550, 2.58287, -1.86816)
O (4.00594, -0.02824, 0.38574)
H (4.04129, 5.23136, -0.95038)
C (-0.92418, -2.69762, -5.92566)
H (0.65157, -1.40316, -5.29377)
H (2.21852, 1.95317, 3.55787)
O (-4.69386, -2.71115, -0.65620)
O (-1.00858, 2.60842, -3.45877)
O (-4.40972, -5.19323, -0.90040)
S (-0.52315, -3.25982, -3.50436)
O (-0.78160, 0.57107, -1.97694)
O (3.62040, 1.59119, 1.70407)
H (0.18843, -1.47475, -0.25914)
H (1.22445, -2.79227, -6.39185)
H (0.09207, -6.58063, 0.98211)
H (2.35444, -0.92553, -2.84631)
H (5.77427, 2.13172, -0.03125)
C (2.14058, 1.86478, 4.63813)
H (6.06952, 2.00249, 1.67657)
C (-5.85334, -0.21700, 5.26279)
C (0.40953, 0.18780, 1.01855)
H (-5.19643, -0.83610, -1.38411)
O (2.59324, 4.97207, 6.57106)
N (2.63859, 3.95337, 0.02634)
H (1.00905, -2.88404, 2.76861)
H (-4.01573, 0.74717, 5.26479)
O (-7.05476, 0.53173, 1.91271)
O (3.55958, 1.67659, -3.87637)
H (-0.01811, 4.17074, -1.89392)

Summary:
SMILES string   C[N+](=O)[O-].C[N+](=O)[O-].C[N+](=O)[O-].O=S1(=O)OCCO1.O=S1(=O)OCCO1.O=S1(=O)OCCO1.O=S1(=O)OCCO1.O=S1(=O)OCCO1.O=S1(=O)OCCO1.c1cc[nH]c1.c1cc[nH]c1
Highest occupied orbital energy   -8.34 eV
Relative energy (zero: lowest compared OMol25 entry of this formula, charge and spin)   0.0 kJ/mol
F_max   2.72 eV Å⁻¹
E_tot   -5821.8113 a.u.
Net charge   0

***

Which of these has the lowest relative energy (zero: lowest compared OMol25 entry of this formula, charge and spin)? C23H43N5O30S6

***

Which value of relative energy (zero: lowest compared OMol25 entry of this formula, charge and spin) does entry 1 give? 211.6 kJ/mol

***

Among the records above, which one has the highest highest occupied orbital energy? C23H43N5O30S6